Record 1
{"formula": "C4H34NO14", "method": "wB97M-V/def2-TZVPD", "charge": -1, "relative_energy_kcal_mol": 3.9, "spin_multiplicity": 1, "symbols": ["C", "O", "C", "C", "C", "O", "N", "H", "H", "H", "H", "H", "H", "H", "H", "H", "H", "H", "H", "O", "H", "H", "O", "H", "H", "O", "H", "H", "O", "H", "H", "O", "H", "H", "O", "H", "H", "O", "H", "H", "O", "H", "H", "O", "H", "H", "O", "H", "H", "O", "H", "H", "O"], "coordinates": [[-1.1087, 0.5180, -1.4709], [-1.5825, 0.1095, -0.1971], [0.2226, -0.1118, -1.8371], [0.9341, 0.6855, -3.0166], [0.2201, 0.5619, -4.3541], [0.8121, 2.0700, -2.6599], [0.0281, -1.5069, -2.3080], [-1.1105, 1.6028, -1.4706], [-1.8095, 0.2173, -2.2568], [0.8993, -0.2641, -1.0011], [1.9737, 0.3655, -2.9772], [0.8032, 1.2775, -4.9533], [0.4078, -0.3993, -4.8321], [-0.7972, 0.9258, -4.4348], [1.6452, 2.4680, -2.3979], [0.2325, -1.5990, -3.2889], [-0.8389, -1.9799, -2.0964], [2.4551, 4.0066, 1.5589], [3.1936, 3.4513, 0.2731], [2.9717, 4.2276, 0.7824], [-2.7707, -0.6671, 3.1337], [-3.3088, -2.0821, 3.5096], [-3.3481, -1.1470, 3.7337], [0.3143, -2.1357, 2.2127], [-0.0518, -3.6326, 2.0544], [0.3394, -3.0265, 2.6924], [0.6866, 3.2176, 0.3699], [-0.7135, 2.6978, 0.1889], [-0.2401, 3.5027, 0.4270], [-4.8151, -0.0255, -0.5223], [-3.4087, 0.6520, -0.4831], [-4.3551, 0.8097, -0.6255], [2.6417, -2.6640, 1.4412], [2.4851, -1.3796, 0.7813], [3.2012, -1.9417, 1.1156], [1.4132, 0.7389, 1.0530], [2.5512, 1.1658, 0.2319], [1.9478, 1.5453, 0.8873], [-0.3067, -4.0799, -0.0530], [-0.9404, -2.6940, 0.2641], [-1.1373, -3.6283, 0.1265], [-2.2669, 1.3707, 2.0799], [-2.2704, 2.6279, 2.8851], [-2.1776, 1.6748, 2.9952], [-0.9690, -0.3670, 0.4847], [0.1168, -0.2131, 2.1031], [0.1728, -0.7799, 1.3197], [1.7220, -3.2140, -0.8640], [2.0421, -3.8034, -2.2198], [1.6972, -4.0420, -1.3564], [0.0582, 1.8570, 4.6454], [1.1441, 1.1191, 3.9052], [0.9945, 1.9181, 4.4214]], "atomic_forces_ev_per_a": [[0.223, -0.179, 0.825], [-1.500, -0.030, -0.138], [-0.018, -0.894, -1.654], [-1.899, 0.154, 2.346], [2.099, 0.508, -0.861], [0.412, 0.253, -0.189], [0.669, -0.107, -0.114], [0.424, 0.201, -0.235], [-0.215, -0.119, 0.124], [-0.048, 0.959, 0.346], [0.126, -0.042, -0.721], [-0.233, -0.159, -0.266], [-0.483, -0.071, -0.002], [-0.235, -0.371, 0.583], [0.056, -0.182, 0.015], [-0.258, -0.116, -0.039], [-0.080, 0.293, 0.220], [-0.002, -0.663, -0.076], [-0.280, -0.430, 0.488], [0.350, 1.231, -0.326], [0.097, -0.165, -0.003], [0.293, 0.186, -0.191], [-0.382, -0.052, 0.278], [-0.114, -0.641, 0.207], [-0.197, 0.053, 0.144], [0.386, 0.311, -0.229], [-0.252, 0.042, 0.120], [-0.043, -0.020, 0.055], [0.145, -0.055, -0.086], [0.280, -0.116, 0.098], [0.047, -0.478, 0.234], [-0.259, 0.487, -0.203], [0.325, -0.108, 0.398], [0.108, 0.317, 0.205], [-0.728, -0.191, -0.409], [-0.551, 0.078, 0.205], [0.157, 0.331, 0.125], [0.292, -0.736, -0.477], [0.129, 0.231, -0.322], [0.251, 0.065, 0.043], [-0.382, -0.235, 0.074], [0.108, -0.146, 0.020], [0.109, 0.024, 0.171], [-0.050, 0.066, -0.380], [0.945, 0.442, -0.616], [-0.235, -0.193, -0.079], [0.413, 0.351, 0.242], [-0.017, 0.126, -0.107], [-0.118, 0.070, -0.049], [0.125, -0.296, 0.255], [-0.008, 0.069, -0.109], [0.148, 0.060, -0.038], [-0.132, -0.112, 0.096]]}

Record 2
{"formula": "C23H29ClGaN7OSSbSe4", "method": "wB97M-V/def2-TZVPD", "charge": -1, "relative_energy_kcal_mol": 6.7, "spin_multiplicity": 1, "symbols": ["Ga", "N", "C", "S", "N", "N", "C", "C", "C", "C", "C", "C", "N", "H", "H", "H", "H", "H", "H", "H", "Se", "Sb", "Se", "Se", "Se", "C", "C", "C", "C", "C", "O", "C", "C", "C", "C", "C", "C", "Cl", "C", "C", "C", "N", "C", "N", "C", "N", "H", "H", "H", "H", "H", "H", "H", "H", "H", "H", "H", "H", "H", "H", "H", "H", "H", "H", "H", "H", "H", "H"], "coordinates": [[2.2172, -3.4209, 0.5911], [4.4630, -0.9256, 2.5778], [3.1944, -0.6964, 2.2831], [2.7387, 0.6429, 1.3638], [2.2771, -1.5126, 2.9127], [1.5883, -2.3565, 2.2577], [0.5377, -2.9413, 2.8165], [-0.0876, -4.0093, 2.1132], [-1.2700, -4.6386, 2.5464], [-1.8046, -5.6616, 1.8046], [-1.1685, -6.0884, 0.6308], [-0.0128, -5.4454, 0.2594], [0.4982, -4.4340, 0.9672], [5.1568, -0.3522, 2.1334], [4.7759, -1.8268, 2.9210], [0.1975, -2.6288, 3.7939], [-1.7394, -4.2991, 3.4603], [-2.7156, -6.1477, 2.1309], [-1.5632, -6.9015, 0.0376], [0.5506, -5.7333, -0.6199], [7.0893, -3.1367, 1.9758], [5.8753, -4.7472, 0.6408], [2.9611, -2.7369, -1.4892], [3.5376, -4.9431, 1.8272], [5.1757, -3.4465, -1.6295], [-2.3315, 2.6785, -3.7600], [-1.6370, 1.7109, -2.7892], [-1.8527, 0.2747, -3.3194], [-0.1284, 1.9919, -2.8353], [-2.2403, 1.8800, -1.3425], [-3.5183, 1.2407, -1.2626], [-2.5262, 3.3390, -0.9091], [-1.4010, 4.3821, -0.7829], [-0.4456, 4.1464, 0.3665], [-0.9140, 4.1400, 1.6786], [-0.0549, 3.9479, 2.7488], [1.2978, 3.7587, 2.5112], [2.3787, 3.5368, 3.8470], [1.7912, 3.7570, 1.2188], [0.9170, 3.9588, 0.1578], [-1.3855, 1.2326, -0.2427], [-1.0374, -0.1670, -0.3918], [0.2023, -0.6655, -0.4398], [0.1671, -1.9756, -0.4766], [-1.1743, -2.2410, -0.4544], [-1.9419, -1.1757, -0.3987], [-1.9291, 2.5267, -4.7629], [-2.1629, 3.7239, -3.4931], [-3.4119, 2.5058, -3.8144], [-1.9090, 0.2876, -4.4107], [-2.7638, -0.1690, -2.9292], [-1.0223, -0.3785, -3.0440], [0.2327, 1.8244, -3.8529], [0.4311, 1.3241, -2.1785], [0.1137, 3.0191, -2.5637], [-4.0762, 1.5899, -1.9654], [-3.0232, 3.2512, 0.0600], [-3.2783, 3.7313, -1.5966], [-1.8908, 5.3464, -0.6212], [-0.8417, 4.4710, -1.7127], [-1.9716, 4.2908, 1.8718], [-0.4293, 3.9442, 3.7643], [2.8457, 3.5893, 1.0426], [1.3122, 3.9615, -0.8523], [-1.9328, 1.3377, 0.6947], [-0.4485, 1.7702, -0.1531], [1.1031, -0.0739, -0.4083], [-1.5848, -3.2377, -0.5045]], "atomic_forces_ev_per_a": [[0.166, -0.385, 0.251], [-0.005, -0.228, 0.070], [0.107, 0.300, -0.457], [-0.016, -0.232, 0.174], [-0.303, 0.133, 0.571], [0.116, 0.196, -0.357], [-0.247, -0.179, -0.009], [0.167, 0.087, -0.157], [-0.081, -0.068, 0.047], [0.068, 0.040, 0.028], [-0.036, -0.011, -0.009], [-0.015, 0.032, 0.001], [-0.103, 0.112, 0.036], [0.139, 0.035, -0.069], [0.024, -0.074, 0.014], [0.042, 0.025, 0.006], [-0.002, -0.004, -0.023], [-0.004, 0.020, 0.008], [0.052, 0.028, 0.015], [-0.014, 0.029, -0.031], [-0.060, 0.050, -0.003], [-0.105, -0.009, 0.051], [-0.396, 0.231, -0.123], [0.491, 0.061, -0.344], [0.226, -0.238, 0.313], [0.023, 0.030, 0.069], [-0.019, -0.033, -0.009], [0.106, 0.015, 0.103], [-0.050, 0.072, 0.048], [0.119, -0.120, -0.117], [0.033, -0.085, 0.008], [0.239, 0.054, -0.014], [-0.053, -0.189, 0.113], [0.055, 0.179, 0.000], [-0.016, -0.010, -0.022], [-0.025, -0.017, 0.010], [-0.052, 0.042, -0.051], [-0.008, -0.014, 0.008], [0.036, 0.080, -0.060], [0.006, 0.024, 0.037], [-0.365, -0.101, 0.009], [-0.016, 0.130, -0.204], [0.083, 0.103, -0.061], [-0.507, -0.352, -0.043], [0.143, 0.177, -0.083], [0.141, -0.082, 0.074], [-0.036, -0.011, 0.001], [-0.030, -0.036, -0.024], [0.029, 0.022, -0.011], [0.058, 0.019, 0.031], [-0.060, -0.031, -0.019], [-0.062, -0.002, 0.027], [-0.001, -0.003, 0.028], [-0.009, 0.047, -0.094], [0.038, -0.072, -0.052], [0.001, 0.035, -0.008], [-0.033, 0.019, -0.018], [-0.037, -0.002, 0.010], [0.010, 0.028, -0.039], [-0.020, 0.070, 0.008], [0.041, 0.000, 0.005], [0.024, -0.001, -0.021], [-0.049, 0.001, 0.027], [-0.006, -0.004, 0.034], [0.029, 0.039, 0.043], [0.067, -0.034, 0.119], [-0.041, 0.053, 0.049], [0.004, 0.012, 0.089]]}

Record 3
{"formula": "C35H64BrN14O11PSSi", "method": "wB97M-V/def2-TZVPD", "e_tot_ev": -178755.291, "charge": 0, "spin_multiplicity": 1, "smiles": "CCSCc1cc2c(cc1CCO[Si](C)(C)C)C(=O)c1cc(P(CC)CC)cc(CC(=O)Br)c1C2=O.NC(N)=O.NC(N)=O.NC(N)=O.NC(N)=O.NC(N)=O.NC(N)=O.NC(N)=O", "symbols": ["C", "C", "S", "C", "C", "C", "C", "C", "C", "C", "C", "C", "O", "Si", "C", "C", "C", "C", "O", "C", "C", "C", "P", "C", "C", "C", "C", "C", "C", "C", "C", "O", "Br", "C", "C", "O", "H", "H", "H", "H", "H", "H", "H", "H", "H", "H", "H", "H", "H", "H", "H", "H", "H", "H", "H", "H", "H", "H", "H", "H", "H", "H", "H", "H", "H", "H", "H", "H", "H", "H", "H", "H", "N", "C", "N", "O", "H", "H", "H", "H", "N", "C", "N", "O", "H", "H", "H", "H", "N", "C", "N", "O", "H", "H", "H", "H", "N", "C", "N", "O", "H", "H", "H", "H", "N", "C", "N", "O", "H", "H", "H", "H", "N", "C", "N", "O", "H", "H", "H", "H", "N", "C", "N", "O", "H", "H", "H", "H"], "coordinates": [[1.9964, -1.1329, -5.7256], [0.6304, -1.8908, -5.2191], [0.7350, -2.1264, -3.3466], [1.1457, -0.5106, -2.5208], [0.3322, -0.2146, -1.1649], [1.2077, 0.0418, 0.1499], [0.5191, 0.3806, 1.5349], [-1.0799, 0.4788, 1.6430], [-1.9478, 0.1977, 0.3651], [-1.2541, -0.1531, -1.0340], [-2.2142, -0.4239, -2.2962], [-3.0991, -1.7724, -2.2021], [-2.1756, -2.8947, -2.1442], [-2.4524, -3.9365, -0.7754], [-0.7566, -4.8503, -0.4626], [-3.7316, -5.3542, -1.1201], [-2.8717, -3.0367, 0.8643], [-1.6905, 0.8818, 3.1005], [-2.7458, 0.3312, 3.5699], [-0.8244, 2.0029, 3.9008], [-1.4424, 3.1898, 4.7251], [-0.5216, 4.2643, 5.4798], [-1.1855, 5.7509, 6.4468], [-0.3057, 5.9919, 8.1112], [1.0989, 6.8077, 8.0310], [-0.8440, 7.2682, 5.3027], [-1.2296, 8.6729, 6.0226], [1.0505, 4.0671, 5.4108], [1.6864, 2.8825, 4.5881], [3.2953, 2.7164, 4.5270], [3.7246, 1.8807, 5.8649], [4.9329, 1.7505, 6.2562], [2.2783, 1.0285, 6.9850], [0.7678, 1.8664, 3.8173], [1.3528, 0.6472, 2.9089], [2.3719, -0.0641, 3.2504], [2.0876, -0.0980, -5.1980], [2.9176, -1.7896, -5.4544], [1.9468, -0.9159, -6.8660], [-0.2425, -1.1926, -5.5184], [0.5936, -2.9082, -5.7803], [0.9704, 0.4025, -3.2260], [2.2831, -0.5160, -2.2561], [2.3704, 0.0232, 0.1473], [-3.1090, 0.2549, 0.4109], [-2.9123, 0.4957, -2.3898], [-1.5531, -0.4303, -3.2631], [-3.9116, -1.7653, -1.3882], [-3.6679, -1.8640, -3.2199], [-0.2368, -4.3312, 0.4392], [-0.9048, -5.9807, -0.2928], [-0.0470, -4.6588, -1.3712], [-3.5937, -5.8318, -2.1666], [-3.4486, -6.1961, -0.3609], [-4.8189, -5.0373, -0.9018], [-1.9024, -2.8421, 1.4731], [-3.4974, -2.0711, 0.7460], [-3.5480, -3.7650, 1.4811], [-2.5926, 3.3374, 4.8091], [-1.0103, 6.6468, 8.7744], [-0.1741, 5.0031, 8.7160], [1.0795, 7.6808, 7.2621], [1.3418, 7.3167, 9.0533], [1.9631, 6.0541, 7.8107], [0.3126, 7.2934, 5.1518], [-1.3844, 7.1716, 4.2859], [-0.2649, 9.2898, 6.2514], [-1.7885, 8.5400, 7.0327], [-1.8930, 9.3239, 5.3473], [1.7653, 4.7980, 5.9357], [3.7381, 3.7956, 4.5347], [3.6768, 2.2301, 3.5538], [3.3536, -3.3431, 5.4118], [3.7090, -3.8281, 6.6238], [3.7196, -2.9101, 7.6179], [3.9974, -5.0011, 6.8065], [3.1131, -2.3822, 5.2412], [3.3334, -3.9961, 4.6439], [3.9794, -3.2317, 8.5373], [3.4858, -1.9415, 7.4879], [-7.0332, -7.0095, 2.5306], [-6.3666, -7.0287, 1.3555], [-6.4285, -8.2055, 0.6886], [-5.7554, -6.0604, 0.9273], [-7.5407, -7.7938, 2.8991], [-7.0114, -6.1491, 3.0589], [-5.9431, -8.2597, -0.1936], [-6.9245, -9.0124, 1.0224], [-10.0652, -4.0165, 5.2193], [-8.7582, -4.1727, 4.9084], [-8.0327, -3.0320, 4.9273], [-8.2715, -5.2592, 4.6322], [-10.4841, -3.1330, 5.4490], [-10.6404, -4.8446, 5.2162], [-7.0526, -3.1068, 4.7007], [-8.4135, -2.1301, 5.1515], [6.9752, -2.0891, -4.4703], [5.9721, -1.2498, -4.8212], [6.3497, -0.2121, -5.5997], [4.8156, -1.4181, -4.4617], [7.9307, -1.9688, -4.7546], [6.7331, -2.8766, -3.8889], [5.6308, 0.4357, -5.8826], [7.2923, -0.0558, -5.9059], [6.7188, 3.7803, -8.2432], [7.2602, 2.6206, -7.8104], [8.6105, 2.5648, -7.8861], [6.5849, 1.6925, -7.3838], [7.2582, 4.5501, -8.5968], [5.7094, 3.8644, -8.2038], [9.0538, 1.7153, -7.5729], [9.1828, 3.3139, -8.2325], [-3.3698, 1.9262, -5.3169], [-2.1660, 1.4582, -5.7181], [-1.5563, 2.2057, -6.6664], [-1.6684, 0.4407, -5.2604], [-3.7958, 2.7599, -5.6806], [-3.8565, 1.3961, -4.6104], [-0.6556, 1.8894, -6.9919], [-1.9481, 3.0447, -7.0554], [3.9911, 0.8830, -8.9549], [3.4456, 2.1025, -8.7594], [2.2322, 2.2798, -9.3323], [4.0054, 2.9767, -8.1151], [3.5494, 0.1498, -9.4803], [4.8977, 0.7134, -8.5414], [1.7926, 3.1787, -9.2082], [1.7563, 1.5737, -9.8652]], "atomic_forces_ev_per_a": [[-0.331, -0.256, 0.275], [1.243, 1.922, -1.271], [-0.228, -0.081, -0.539], [0.441, 1.711, 0.345], [-1.273, 0.413, 3.451], [-3.462, 0.301, 0.928], [-1.820, -0.233, -2.119], [1.618, -0.464, -2.397], [3.654, -0.098, -0.010], [1.542, 0.391, 2.513], [0.634, 0.571, 0.233], [0.379, 0.450, -1.734], [-1.889, 0.118, 2.117], [1.044, -1.064, -0.411], [0.815, 0.639, -0.347], [0.005, -0.514, 0.119], [-0.783, 0.113, 0.976], [-2.115, -1.355, 0.460], [4.614, 2.813, -2.065], [2.150, 2.063, 1.360], [2.915, -0.145, 0.059], [3.313, -3.157, -2.017], [-1.868, -0.422, -0.577], [1.263, 1.153, 0.983], [0.423, -0.160, 0.617], [1.627, 0.682, 0.398], [0.139, 0.320, 0.370], [-2.229, -2.660, -2.271], [-2.806, 0.020, -0.592], [-1.656, 0.617, 0.690], [5.842, -0.043, 0.751], [-6.608, 0.738, -2.180], [0.963, 0.527, -0.818], [-1.467, 2.013, 1.408], [1.772, -1.578, 0.260], [-4.433, 3.531, -1.508], [-0.048, -1.892, -0.875], [-1.657, 1.446, -0.599], [0.076, -0.491, 1.800], [1.214, -1.557, 0.691], [-0.186, 1.589, 1.555], [0.216, -1.720, 1.081], [-2.117, 0.068, -0.442], [-2.357, -0.096, -0.199], [2.392, -0.093, -0.009], [0.971, -1.419, 0.203], [-1.453, -0.226, 1.984], [1.399, 0.112, -0.922], [0.899, 0.287, 1.730], [-0.821, -1.158, -1.389], [0.396, 1.828, -0.169], [-1.258, -0.541, 1.540], [-0.354, 0.981, 1.567], [-0.685, 1.560, -1.198], [1.765, -0.737, -0.553], [-1.737, -0.098, -1.060], [1.186, -1.513, 0.335], [1.242, 1.185, -1.036], [2.312, -0.450, -0.247], [0.943, -1.243, -1.459], [-0.265, 1.618, -1.436], [0.013, -1.780, 1.206], [-0.449, -1.052, -1.736], [-1.460, 1.579, 0.224], [-2.036, -0.014, -0.259], [0.927, -0.188, 1.833], [-1.770, -1.154, -0.425], [0.894, 0.098, -1.762], [0.990, -1.074, 0.999], [-1.326, -1.228, -0.900], [-0.526, -2.074, 0.462], [-0.719, 0.341, 1.854], [-0.193, 0.038, -0.888], [0.107, -0.541, -0.034], [0.085, 0.431, 0.948], [0.000, 0.043, 0.025], [0.020, -0.069, -0.006], [-0.006, 0.189, 0.190], [-0.065, 0.087, -0.254], [0.032, -0.072, -0.029], [-0.080, 0.337, 0.480], [0.002, 0.410, 0.301], [0.202, -0.745, -0.879], [-0.136, -0.073, 0.096], [0.052, 0.135, -0.025], [-0.238, -0.215, 0.091], [-0.126, 0.000, 0.225], [0.065, 0.132, -0.007], [-0.925, -0.298, 0.167], [0.229, -0.174, -0.092], [0.730, 0.469, -0.080], [0.005, -0.076, -0.027], [0.085, -0.104, -0.031], [0.133, 0.227, 0.003], [-0.223, 0.062, 0.049], [0.038, -0.123, -0.031], [0.502, -0.932, 0.496], [-0.322, 0.343, -0.080], [-0.327, 0.144, 0.013], [0.150, -0.098, 0.174], [-0.146, 0.015, 0.024], [0.080, 0.199, -0.146], [0.365, -0.025, -0.042], [-0.248, 0.091, -0.063], [-0.449, 0.479, -0.106], [-0.489, 0.497, -0.186], [0.946, -0.537, 0.151], [0.350, -0.216, -0.175], [0.065, -0.173, 0.084], [0.040, -0.243, 0.010], [-0.055, 0.256, -0.121], [-0.108, -0.071, 0.052], [-0.814, 0.021, 0.490], [0.155, -0.316, 0.151], [0.683, 0.258, -0.667], [-0.052, 0.166, -0.186], [0.072, -0.101, 0.039], [0.102, 0.132, -0.181], [-0.185, 0.095, 0.099], [0.028, -0.103, 0.082], [0.570, -0.526, 0.018], [0.424, -0.269, 0.132], [-0.971, 0.552, -0.220], [-0.344, 0.456, -0.021], [-0.019, 0.118, 0.091], [-0.063, 0.122, 0.043], [0.124, -0.226, -0.064], [0.099, 0.051, 0.071]]}